The following is a quantum chemistry calculation of 2 unconnected molecules or ions with the total composition C2H2Cl2O2 at a distorted geometry, from the Open Molecules 2025 dataset.

Geometry as XYZ:
```
8
Properties=species:S:1:pos:R:3:forces:R:3:nbo_charge:R:1
C 0.756661 -1.028881 -1.468465 -2.49 -1.75 -1.16 0.446
C -0.679586 0.697187 0.306365 -9.76 -2.99 -2.59 0.188
O 0.427122 0.961665 0.551006 10.95 3.16 4.49 -0.662
O 1.559373 -0.511276 -0.874667 2.59 1.00 0.35 -0.362
Cl -0.860945 -1.146951 0.627538 -0.76 -1.58 -0.29 -0.222
Cl -1.730633 1.383743 1.526027 -1.71 0.91 0.48 -0.095
H -0.006430 -1.209221 -2.253927 0.39 0.73 0.63 0.246
H 0.534438 0.853735 1.586123 0.79 0.53 -1.92 0.461
```
Forces are in eV/Å.

**HOMO (alpha / beta)**: -6.8033 / -8.5058 eV
**Gap between HOMO and LUMO (alpha / beta)**: 5.0834 / 8.6011 eV

***

The following is a quantum chemistry calculation of a molecular structure, C4H5NO, from the Open Molecules 2025 dataset.

Geometry as XYZ:
```
11
Properties=species:S:1:pos:R:3:forces:R:3:nbo_charge:R:1
N 1.926578 0.013043 0.344378 0.06 0.04 -0.07 -0.806
C 0.588874 0.063873 0.056688 -0.05 0.11 -0.05 0.492
C -0.265668 1.056328 -0.322259 0.20 0.01 0.03 -0.445
C -1.592734 0.493493 -0.494918 0.20 -0.20 0.09 -0.307
C -1.377574 -0.821228 -0.069212 -0.02 -0.24 -0.09 -0.031
O -0.060139 -1.108936 0.249954 -0.04 0.06 -0.14 -0.447
H 2.346888 -0.899966 0.242599 -0.02 0.12 0.01 0.395
H 2.469805 0.761432 -0.056067 0.00 -0.06 0.05 0.394
H 0.020414 2.085227 -0.504542 -0.06 -0.18 0.04 0.223
H -2.038651 0.050804 0.639046 -0.27 0.19 0.11 0.304
H -2.017790 -1.694071 -0.085667 0.01 0.15 0.02 0.228
```
Forces are in eV/Å.

**HOMO**: -8.5917 eV
**Gap between HOMO and LUMO**: 9.3771 eV

***

The following is a quantum chemistry calculation of 5 unconnected molecules or ions with the total composition CH13N3O4 at a distorted geometry, from the Open Molecules 2025 dataset.

Geometry as XYZ:
```
21
Properties=species:S:1:pos:R:3:forces:R:3:nbo_charge:R:1
N 0.242987 0.057838 0.829020 1.67 -0.13 -1.31 -0.837
C -0.685286 0.923466 0.829436 -0.51 -2.45 1.04 0.581
N -1.150581 1.564001 1.974938 0.56 0.57 -1.61 -0.859
N -1.494281 0.931080 -0.331071 0.10 1.10 1.07 -0.840
H 0.871953 -0.109935 1.620279 -1.24 0.84 -0.27 0.374
H -2.131969 1.693348 2.071470 -0.35 0.17 0.31 0.389
H -0.546956 1.486825 2.765331 -0.20 -0.23 0.45 0.406
H -0.874953 0.902880 -1.133525 -0.18 0.06 -0.15 0.411
H -2.078957 1.757727 -0.319333 -0.02 0.01 -0.53 0.364
O 1.214341 1.307761 -2.940489 -0.23 -0.08 -0.52 -0.948
H 1.134062 1.714287 -3.811205 -0.03 0.26 0.16 0.461
H 1.305970 0.374342 -3.172387 0.23 -0.18 0.51 0.484
O 1.269133 -0.297703 3.425052 1.39 -0.75 0.10 -0.926
H 1.573976 -1.180430 3.142296 -0.80 -0.01 0.24 0.476
H 2.150865 0.101999 3.453336 -0.25 0.62 0.30 0.473
O 1.920535 -1.356650 -1.703142 0.56 -0.06 -0.65 -0.982
H 1.463239 -2.090610 -2.129609 -0.27 0.21 0.45 0.474
H 1.340297 -0.911708 -1.078115 -0.51 -0.10 0.35 0.502
O -1.807680 -2.469950 -1.505581 -0.02 -0.10 0.12 -0.951
H -2.131662 -3.095179 -0.847278 0.05 0.03 -0.12 0.466
H -1.678582 -1.656284 -1.005573 0.04 0.19 0.04 0.483
```
Forces are in eV/Å.

**HOMO**: -8.8504 eV
**Gap between HOMO and LUMO**: 9.3969 eV
**SMILES**: N=C(N)N.O.O.O.O

***

The following is a quantum chemistry calculation of 2 unconnected molecules or ions with the total composition C3H7F2NO at a distorted geometry, from the Open Molecules 2025 dataset.

Geometry as XYZ:
```
14
Properties=species:S:1:pos:R:3:forces:R:3:nbo_charge:R:1
C 0.148932 -0.422390 -0.746835 -0.18 2.84 -1.20 -0.618
C 0.050414 0.928016 -0.011665 -0.58 -4.04 1.11 -0.420
C 0.776044 0.672254 1.323880 -4.18 -0.38 0.33 -0.084
N 3.205747 0.741629 -0.082881 -0.48 -0.69 -0.12 0.461
O 1.820981 -0.100072 1.337290 2.30 -1.06 -0.27 -0.370
F 2.800568 2.005112 0.121142 0.50 0.50 0.18 -0.217
F 4.299415 0.588391 0.660646 0.14 0.36 0.16 -0.191
H -0.191914 -0.248566 -1.768748 0.68 -0.39 -0.25 0.205
H 1.159331 -0.664942 -0.556182 1.00 -0.94 -1.02 0.228
H -0.454082 -1.169519 -0.366068 -1.37 -1.44 1.19 0.199
H -0.956653 1.246751 0.049011 -1.17 0.24 0.86 0.206
H 0.498478 1.664212 -0.535410 1.93 2.31 -1.78 0.200
H 0.827488 1.590977 1.826340 0.49 1.36 1.41 0.160
H 0.029960 -0.054998 1.916682 0.93 1.32 -0.60 0.240
```
Forces are in eV/Å.

**HOMO (alpha / beta)**: -10.3579 / -10.0111 eV
**Gap between HOMO and LUMO (alpha / beta)**: 9.8096 / 8.8408 eV

***

The following is a quantum chemistry calculation of 2 unconnected molecules or ions with the total composition C3H8N2OS at a distorted geometry, from the Open Molecules 2025 dataset.

Geometry as XYZ:
```
15
Properties=species:S:1:pos:R:3:forces:R:3:nbo_charge:R:1
C 1.148544 -0.507458 -0.854194 0.75 -1.04 0.83 0.006
C -1.039709 1.679762 0.257980 -3.44 0.53 -4.08 -0.762
C -0.165844 -0.974063 -0.550915 -2.62 2.88 1.81 0.072
N 1.261003 0.579708 -1.499514 -0.44 0.69 -0.35 -0.670
N -0.743116 -2.081529 -0.119850 -0.37 -0.36 -0.74 -0.773
O -2.668083 -0.275118 -0.120125 -2.66 -1.92 1.37 -1.013
S -1.576188 0.284726 -0.873932 2.98 1.21 -1.10 1.238
H 1.904188 -1.135054 -0.363653 0.48 0.36 -0.46 0.177
H -2.138052 2.024251 0.470703 2.40 -0.08 -0.12 0.242
H -0.451052 2.261710 -0.476853 -0.11 0.26 1.29 0.247
H -0.608736 1.099937 0.981228 1.49 -0.61 2.33 0.236
H 0.421181 -0.293245 1.316727 0.02 -0.25 -0.98 -0.194
H 2.164393 1.033139 -1.528980 0.33 -0.53 0.01 0.358
H -1.723530 -1.956413 0.243601 1.19 -0.07 -0.35 0.445
H -0.093274 -2.681481 0.325683 -0.01 -1.06 0.56 0.392
```
Forces are in eV/Å.

**HOMO (alpha / beta)**: -7.5427 / -8.6854 eV
**Gap between HOMO and LUMO (alpha / beta)**: 6.9962 / 8.3057 eV